(1)
Molecular formula: C39H48CaP2Si
Method: DFT, the ωB97M-V functional and the def2-TZVPD basis

Geometry as XYZ:
```
91
Properties=species:S:1:pos:R:3
Ca 0.271 -1.703 -1.650
C 2.985 0.064 -3.122
C 2.288 1.121 -2.623
C 1.651 2.118 -3.535
C 0.514 1.576 -4.460
C -0.171 0.412 -3.884
C 0.324 -0.863 -3.951
C 1.487 -1.106 -4.860
C 2.794 -0.355 -4.546
C -2.010 -0.614 1.365
H 3.888 -0.391 -2.652
H 2.383 1.434 -1.592
H 2.446 2.577 -4.162
H 1.223 2.959 -2.957
H -0.205 2.407 -4.626
H 0.951 1.344 -5.451
H -1.156 0.645 -3.561
H -0.335 -1.699 -3.856
H 1.153 -0.912 -5.910
H 1.717 -2.179 -4.836
H 3.646 -0.990 -4.854
H 2.857 0.548 -5.180
H -1.518 -1.415 1.931
H -2.949 -0.404 1.845
H -1.314 0.259 1.410
P 0.990 1.013 0.925
P -2.518 -0.583 -0.370
C -0.081 1.184 -0.503
C -1.257 0.574 -0.999
C 1.471 2.717 1.320
C 1.706 3.825 0.476
C 2.029 5.088 1.005
C 2.049 5.297 2.382
C 1.748 4.233 3.235
C 1.466 2.978 2.712
C 2.595 0.292 0.302
C 2.617 -0.952 -0.471
C 3.631 -1.877 -0.156
C 4.808 -1.426 0.487
C 4.941 -0.093 0.873
C 3.839 0.761 0.782
C -4.195 -0.006 -0.529
C -4.508 1.203 0.142
C -5.805 1.722 0.074
C -6.805 1.052 -0.631
C -6.511 -0.166 -1.236
C -5.223 -0.724 -1.181
C -2.224 -2.170 -0.992
C -2.090 -3.351 -0.231
C -1.703 -4.520 -0.888
C -1.483 -4.539 -2.268
C -1.559 -3.371 -2.998
C -1.863 -2.172 -2.360
H 0.311 2.069 -1.044
H -1.549 0.927 -2.004
H 1.598 3.735 -0.621
H 2.246 5.925 0.324
H 2.264 6.286 2.785
H 1.720 4.391 4.322
H 1.192 2.161 3.379
H 2.345 -0.959 -1.593
H 3.468 -2.946 -0.376
H 5.645 -2.123 0.638
H 5.911 0.299 1.219
H 3.921 1.789 1.109
H -3.733 1.694 0.759
H -6.020 2.648 0.588
H -7.806 1.468 -0.694
H -7.288 -0.724 -1.757
H -4.997 -1.727 -1.599
H -2.452 -3.340 0.803
H -1.621 -5.468 -0.352
H -1.282 -5.468 -2.807
H -1.448 -3.354 -4.087
H -1.844 -1.193 -2.871
C 1.307 -0.985 6.211
Si 0.030 -1.051 4.817
C -1.086 -2.510 5.294
C -0.967 0.581 4.913
C 0.990 -1.364 3.235
H 0.786 -0.901 7.169
H 1.991 -0.138 6.096
H 1.891 -1.912 6.196
H -1.550 -2.328 6.270
H -1.883 -2.673 4.565
H -0.499 -3.431 5.376
H -0.379 1.473 4.628
H -1.883 0.579 4.291
H -1.293 0.747 5.961
H 1.239 -2.358 2.780
H 1.738 -0.642 2.892
```

Summary:
Molar mass, g mol⁻¹: 646.9
LUMO energy (spin up / spin down), eV: -0.39 / -0.55
Kohn-Sham gap (spin up / spin down), Ha: 0.1393 / 0.1285
Spin multiplicity: 1

***

(2)
Molecular formula: C3H13N2Si
Method: DFT, the ωB97M-V functional and the def2-TZVPD basis

Geometry as XYZ:
```
19
Properties=species:S:1:pos:R:3
C -1.266 1.216 -0.183
N -0.788 -0.218 -0.184
C -2.018 -1.132 -0.233
C 0.118 -0.494 0.953
N 1.578 -0.523 0.206
Si 2.720 0.724 -0.406
H -1.862 1.202 0.666
H -0.419 1.904 -0.227
H -1.982 1.440 -1.025
H -0.086 -0.255 -0.933
H -2.041 -1.964 0.561
H -2.973 -0.605 -0.110
H -2.019 -1.667 -1.223
H 0.118 -1.587 1.334
H 0.195 0.196 1.809
H 1.996 -1.456 0.411
H 1.865 1.932 -0.108
H 3.880 0.948 0.473
H 2.986 0.340 -1.781
```

Summary:
ΔE to the lowest compared entry with this formula, charge and spin, kJ/mol: 236.89
Molar mass, g mol⁻¹: 105.2
LUMO energy, eV: -2.86
Net charge: +1
Kohn-Sham gap, Ha: 0.3974
Spin multiplicity: 1

***

(3)
Molecular formula: C48H100CsN6O14
Method: DFT, the ωB97M-V functional and the def2-TZVPD basis

Geometry as XYZ:
```
169
Properties=species:S:1:pos:R:3
Cs 15.640 14.514 17.478
C 14.266 11.809 13.642
C 15.104 11.064 12.746
C 16.442 10.486 13.308
O 17.038 9.662 12.562
C 17.015 10.990 14.516
C 16.307 11.880 15.195
C 14.803 12.173 14.843
O 14.149 12.769 15.777
O 16.775 12.628 16.109
O 14.805 10.737 11.624
H 13.250 11.967 13.340
H 18.045 10.696 14.718
C 17.291 14.597 14.051
C 18.311 15.539 14.690
C 17.726 16.938 14.529
C 18.407 17.956 15.411
C 18.535 17.453 16.884
C 19.274 16.137 17.025
N 18.500 15.185 16.152
O 19.179 13.868 16.192
C 20.772 16.339 16.744
C 19.130 15.590 18.412
C 19.616 15.349 13.886
H 17.218 14.764 12.952
H 16.285 14.845 14.431
H 17.615 13.577 14.083
H 17.815 17.124 13.442
H 16.642 16.832 14.833
H 17.811 18.909 15.291
H 19.419 18.125 15.092
H 17.576 17.153 17.294
H 18.928 18.330 17.389
H 21.154 16.885 17.660
H 21.292 15.397 16.775
H 21.067 16.871 15.849
H 18.135 15.672 18.783
H 19.440 14.547 18.537
H 19.749 16.188 19.084
H 20.575 15.563 14.373
H 19.681 16.069 13.054
H 19.728 14.378 13.426
H 18.402 13.267 16.100
C 11.123 11.601 10.417
C 11.262 13.169 10.388
C 10.161 13.728 11.298
C 10.268 15.192 11.601
C 11.644 15.550 12.160
C 12.840 14.995 11.271
N 12.552 13.551 11.065
O 13.726 12.955 10.400
C 13.013 15.778 9.901
C 14.152 15.157 12.049
C 10.958 13.672 8.963
H 11.253 11.253 11.456
H 11.911 11.145 9.822
H 10.174 11.277 9.979
H 9.215 13.334 10.980
H 10.196 13.230 12.248
H 9.518 15.413 12.393
H 10.000 15.869 10.780
H 11.799 15.106 13.141
H 11.817 16.604 12.331
H 12.223 16.496 9.680
H 13.939 16.315 9.955
H 13.148 15.022 9.149
H 14.341 16.225 12.297
H 14.054 14.524 12.947
H 14.970 14.692 11.472
H 11.365 13.080 8.140
H 11.247 14.686 8.866
H 9.933 13.542 8.810
H 14.033 12.182 10.930
C 13.352 17.803 16.558
O 13.914 17.298 17.767
C 12.909 17.177 18.730
C 13.532 16.838 20.082
N 14.182 15.547 20.016
C 14.617 15.004 21.260
C 15.345 13.716 21.058
O 16.639 13.888 20.476
C 17.491 12.775 20.579
H 14.165 18.056 15.845
H 12.968 18.863 16.705
H 12.628 17.117 16.098
H 12.197 16.371 18.420
H 12.284 18.097 18.901
H 12.736 16.953 20.810
H 14.268 17.562 20.416
H 13.454 14.888 19.597
H 13.784 14.788 21.984
H 15.284 15.715 21.734
H 14.788 13.027 20.409
H 15.573 13.337 22.076
H 17.655 12.524 21.648
H 18.413 13.074 20.047
H 17.087 11.878 20.067
C 18.510 19.914 24.039
O 18.585 19.078 22.881
C 18.674 17.721 23.144
C 18.906 16.963 21.854
N 18.934 15.516 22.115
C 20.284 15.025 22.324
C 21.256 14.852 21.170
O 21.909 16.059 20.753
C 22.924 15.884 19.789
H 17.654 19.663 24.683
H 18.217 20.899 23.671
H 19.481 19.919 24.569
H 17.685 17.299 23.526
H 19.431 17.533 23.959
H 19.769 17.338 21.369
H 18.133 17.320 21.156
H 18.426 14.900 21.513
H 20.186 14.044 22.744
H 20.826 15.612 23.073
H 20.783 14.389 20.310
H 22.044 14.154 21.545
H 23.133 16.869 19.360
H 22.703 15.280 18.888
H 23.768 15.347 20.271
C 11.253 13.467 20.510
O 12.039 13.460 19.375
C 11.901 12.357 18.555
C 12.870 11.285 18.888
N 14.167 11.631 18.415
C 15.195 10.546 18.430
C 15.048 9.394 17.437
O 14.071 8.491 17.930
C 13.703 7.486 17.003
H 11.668 12.837 21.303
H 10.174 13.120 20.259
H 11.236 14.463 20.920
H 12.155 12.637 17.540
H 10.890 11.976 18.551
H 12.517 10.294 18.521
H 12.935 11.089 20.002
H 14.003 12.012 17.507
H 15.338 10.149 19.456
H 16.147 10.932 18.072
H 15.985 8.831 17.241
H 14.759 9.799 16.452
H 14.553 6.797 16.897
H 13.471 7.945 16.046
H 12.788 6.971 17.347
C 10.813 14.947 16.400
O 9.984 13.818 16.287
C 10.095 13.124 15.087
C 9.237 11.877 15.061
N 9.597 10.863 16.022
C 10.905 10.205 15.711
C 10.682 9.031 14.716
O 11.889 8.302 14.333
C 12.427 8.818 13.107
H 10.786 15.689 15.605
H 11.849 14.655 16.306
H 10.582 15.381 17.340
H 11.183 12.893 14.898
H 9.894 13.755 14.222
H 9.366 11.497 14.060
H 8.186 12.179 15.209
H 9.571 11.206 16.957
H 11.356 9.864 16.645
H 11.599 10.915 15.233
H 10.185 9.443 13.827
H 9.989 8.321 15.194
H 12.655 9.880 13.109
H 11.669 8.579 12.357
H 13.380 8.287 12.948
```

Summary:
Molar mass, g mol⁻¹: 1118.3
LUMO energy, eV: 1.51
Net charge: -1
Kohn-Sham gap, Ha: 0.2249
Spin multiplicity: 1

***

(4)
Molecular formula: C3H6NO2
Method: DFT, the ωB97M-V functional and the def2-TZVPD basis

Geometry as XYZ:
```
12
Properties=species:S:1:pos:R:3
C 0.421 -1.746 -1.391
C -0.248 -1.383 -0.278
N -1.122 -0.255 -0.286
H 0.535 -0.967 -2.164
H 0.919 -2.665 -1.665
H -0.408 -2.171 0.512
H -1.461 0.062 -1.188
H -0.893 0.568 0.270
O -0.129 1.192 2.010
C 0.603 2.068 1.527
O 0.321 2.801 0.527
H 1.461 2.496 2.126
```

Summary:
ΔE to the lowest compared entry with this formula, charge and spin, kJ/mol: 144.62
Molar mass, g mol⁻¹: 88.1
LUMO energy, eV: 4.09
Net charge: -1
Kohn-Sham gap, Ha: 0.3034
Spin multiplicity: 1